This record from the Open Molecules 2025 dataset describes a gas-phase ion, C5H11N2 (charge +1) at a distorted geometry. The level of theory is wB97M-V/def2-TZVPD.

Element x y z (Å)
C -2.29889 -0.54780 0.12537
C -0.88670 -0.58584 -0.14243
N 0.06753 -1.54759 -0.23032
C 1.13286 -0.50830 -0.58408
C 2.29649 -0.38947 0.37382
N -0.11084 0.41377 -0.33529
C -0.43188 1.76205 -0.22153
H -2.51800 0.45825 -0.06880
H -2.46016 -0.90817 1.08086
H -2.87742 -1.17348 -0.53201
H 0.17928 -2.57752 -0.27294
H 1.45956 -0.51402 -1.56073
H 1.92196 -0.18550 1.40252
H 3.12524 0.24428 0.05407
H 2.53448 -1.42187 0.58207
H -1.40383 1.84167 0.33518
H 0.26642 2.32300 0.36820
H -0.65282 2.31116 -1.20534

Computed properties:
SMILES   CC1=[NH+][C@H](C)N1C
Multiplicity   1
Lowest unoccupied orbital energy   -2.935 eV
Charge   +1
Molar mass   99.157 g/mol
Kohn-Sham gap   11.54 eV
Energy   -8335.704 eV

Quick look at the Mulliken charges, all values in e: -1.053 0.595 -0.299 0.136 -1.311 0.025 -0.796 0.323 0.323 0.363 0.201 0.495 0.343 0.364 0.359 0.277 0.348 0.307



This record from the Open Molecules 2025 dataset describes 8 unconnected molecules or ions with the total composition C12H41ClN3O11 at a distorted geometry. The level of theory is wB97M-V/def2-TZVPD.

Element x y z (Å)
Cl -12.29726 -3.07308 -23.33467
O -13.29182 -2.30662 -24.00932
O -12.91981 -4.26100 -22.91401
O -11.25193 -3.21713 -24.28721
O -11.78851 -2.29736 -22.19920
O -7.55879 -0.23129 -26.39369
H -8.41607 -0.61130 -26.20155
H -6.95698 -0.97543 -26.37591
O -14.56865 1.41388 -20.40278
H -14.31324 0.60911 -20.85371
H -15.35860 1.17649 -19.91712
O -14.64439 -1.37634 -28.80740
H -14.08580 -0.68029 -28.46137
H -14.22006 -2.18685 -28.52587
O -6.88618 -0.67712 -19.82819
H -6.20844 -1.04514 -20.39515
H -7.36873 -1.43831 -19.50576
C -5.68049 -6.19448 -22.48621
C -5.02302 -5.06581 -21.78854
C -3.53225 -5.29977 -21.46091
O -3.14953 -6.53309 -20.85872
C -3.43823 -6.47915 -19.51539
N -5.21926 -3.84736 -22.53554
H -6.59884 -5.78842 -22.91033
H -5.83344 -7.01493 -21.78509
H -5.03236 -6.63359 -23.24463
H -5.56890 -4.87277 -20.86504
H -3.21435 -4.43940 -20.87200
H -2.91473 -5.25738 -22.35811
H -3.15055 -7.43334 -19.07398
H -4.49536 -6.32674 -19.29776
H -2.88477 -5.68542 -19.01361
H -6.22087 -3.90707 -22.65082
H -4.93068 -4.28241 -23.40015
C -12.31892 -5.47401 -11.42894
C -11.28190 -5.88967 -12.48152
C -10.79203 -4.69688 -13.33669
O -9.76847 -5.09217 -14.24095
C -10.14561 -5.39722 -15.52397
N -10.08280 -6.32274 -11.72608
H -13.29283 -5.39500 -11.91201
H -11.93888 -4.54647 -11.00073
H -12.26610 -6.14481 -10.57143
H -11.56482 -6.77261 -13.05463
H -10.26284 -3.94032 -12.75731
H -11.58143 -4.21020 -13.90950
H -10.77721 -4.66252 -16.02336
H -10.65021 -6.35829 -15.42476
H -9.24720 -5.55279 -16.12125
H -9.37310 -6.53125 -12.41379
H -9.92697 -5.64210 -10.99633
C -10.88998 -8.42752 -29.25449
C -11.25349 -7.11012 -30.07923
C -12.78197 -6.67452 -30.09087
O -12.88257 -5.37706 -30.73076
C -13.42996 -5.38681 -32.05856
N -10.48338 -5.98401 -29.56729
H -11.29909 -9.29242 -29.77666
H -11.36908 -8.54979 -28.28309
H -9.80524 -8.45473 -29.15100
H -10.94180 -7.33683 -31.09881
H -13.23672 -6.56208 -29.10666
H -13.45253 -7.36547 -30.60178
H -13.39822 -6.36190 -32.54468
H -12.85698 -4.68285 -32.66206
H -14.45933 -5.04993 -31.93603
H -10.73317 -5.27640 -30.24330
H -10.96402 -5.73784 -28.71377

Computed properties:
Multiplicity   1
Lowest unoccupied orbital energy   2.077 eV
Charge   -1
Molar mass   438.923 g/mol
Kohn-Sham gap   7.83 eV
Energy   -52615.329 eV

Quick look at the Mulliken charges, all values in e: 1.607 -0.676 -0.627 -0.639 -0.665 -0.649 0.341 0.308 -0.652 0.345 0.307 -0.642 0.319 0.324 -0.640 0.326 0.311 -1.480 0.426 -0.777 -0.352 -0.716 -0.744 0.468 0.315 0.377 0.270 0.365 0.341 0.268 0.287 0.310 0.289 0.357 -1.465 0.241 -0.429 -0.371 -0.641 -0.687 0.358 0.316 0.429 0.309 0.239 0.378 0.298 0.274 0.223 0.287 0.241 -1.452 0.433 -0.691 -0.374 -0.733 -0.759 0.366 0.328 0.365 0.277 0.310 0.437 0.358 0.248 0.243 0.343 0.299



This record from the Open Molecules 2025 dataset describes 2 unconnected molecules or ions with the total composition C5H6O. The level of theory is wB97M-V/def2-TZVPD.

Element x y z (Å)
C 0.05506 0.88647 -1.43922
C 0.16160 -0.54388 -0.97199
C -0.24008 -1.38960 -0.06621
O -0.50794 -2.34788 0.55691
H -0.24750 0.80519 -2.48468
H 0.99701 1.45250 -1.42991
H -0.70717 1.49439 -0.93781
H 0.22951 -1.34863 -1.72685
C 0.00777 -0.29366 2.37104
C 0.11949 0.81667 1.92193
H -0.09316 -1.31522 2.66862
H 0.22342 1.81438 1.55785

Computed properties:
SMILES   CC=C=O.C#C
Multiplicity   1
Lowest unoccupied orbital energy   0.789 eV
Molar mass   82.102 g/mol
Kohn-Sham gap   9.62 eV
Energy   -7325.764 eV

Quick look at the Mulliken charges, all values in e: -0.942 -0.345 0.592 -0.473 0.326 0.268 0.329 0.257 -0.336 -0.505 0.425 0.405



This record from the Open Molecules 2025 dataset describes a molecular structure, C3H9I3N3O6V at a distorted geometry. The level of theory is wB97M-V/def2-TZVPD.

Element x y z (Å)
V -14.38562 -13.95928 18.93540
I -13.44820 -15.94295 17.38415
I -13.34559 -11.62550 17.91683
I -15.95182 -13.11086 20.96210
C -10.47161 -12.57230 20.87272
N -11.30097 -13.79498 20.85968
O -10.99014 -14.62451 21.65576
O -12.30619 -13.87262 20.13855
H -9.51003 -13.01563 20.61403
H -10.63141 -11.98071 21.77416
H -10.65815 -12.07644 19.92013
C -17.80397 -14.45050 15.97141
N -16.88769 -13.56033 16.74346
O -16.86033 -12.39586 16.39453
O -16.09273 -14.03934 17.49497
H -17.66096 -14.26421 14.90701
H -18.77844 -14.30697 16.43822
H -17.35690 -15.43859 16.08055
C -12.92583 -16.99301 22.70860
N -13.93971 -16.87881 21.56549
O -14.01724 -15.83744 20.90629
O -14.50657 -17.91452 21.30256
H -13.19678 -17.86991 23.29659
H -12.90287 -16.06180 23.27467
H -11.91658 -17.21355 22.36095

Computed properties:
Multiplicity   4
Lowest unoccupied orbital energy (spin up / spin down)   2.425 / 2.409 eV
Charge   -1
Molar mass   614.776 g/mol
Kohn-Sham gap (spin up / spin down)   6.35 / 6.86 eV
Expectation value of S²   3.763
Energy   -69998.292 eV

Quick look at the Mulliken charges, all values in e: 0.564 -0.549 -0.573 -0.549 -0.797 0.891 -0.545 -0.337 0.320 0.256 0.288 -0.836 0.840 -0.506 -0.432 0.313 0.286 0.335 -0.716 0.752 -0.293 -0.540 0.320 0.255 0.252



This record from the Open Molecules 2025 dataset describes C3H6N2OS in the gas phase at a distorted geometry. The level of theory is wB97M-V/def2-TZVPD.

Element x y z (Å)
N 0.05499 -0.36617 -1.98697
C 0.37388 -0.56513 -0.61650
C 0.74924 0.61987 0.26888
N -0.40724 0.28883 1.16724
S -1.18691 1.46728 2.13302
C -0.85454 -0.69599 0.24435
O -1.89186 -1.32310 0.15762
H -0.74165 -0.90998 -2.27941
H 0.81541 -0.40220 -2.55526
H 0.92001 -1.46611 -0.42995
H 1.62267 0.47375 0.83016
H 0.65644 1.51061 -0.24035
H -0.11042 1.36834 3.30716

Computed properties:
SMILES   N[C@H]1CN(S)C1=O
Multiplicity   1
Lowest unoccupied orbital energy   0.403 eV
Molar mass   118.161 g/mol
Kohn-Sham gap   9.60 eV
Energy   -19069.317 eV

Quick look at the Mulliken charges, all values in e: -0.642 0.532 -0.722 -0.034 -0.169 0.182 -0.594 0.204 0.197 0.235 0.307 0.351 0.154



This record from the Open Molecules 2025 dataset describes a molecular structure, C39H36HfN8PS3 at a distorted geometry. The level of theory is wB97M-V/def2-TZVPD.

Element x y z (Å)
Hf -1.24670 0.73320 0.34085
C -2.63440 2.13239 -4.76546
S -3.83343 1.31063 -3.70277
C -3.21782 1.59791 -2.09784
S -1.72795 2.39201 -1.83594
N -4.03559 1.14306 -1.16977
N -3.46642 1.29556 0.04801
C -4.21439 1.35334 1.09306
C -3.56410 1.78857 2.31565
C -4.28492 1.98468 3.49480
C -3.64537 2.56617 4.57655
C -2.32311 2.94651 4.43935
C -1.66844 2.68635 3.24170
N -2.25153 2.10357 2.19952
H -2.97643 1.94616 -5.78044
H -1.63876 1.71936 -4.62814
H -2.62223 3.20159 -4.57805
H -5.29350 1.22537 1.05283
H -5.32150 1.70015 3.54578
H -4.17621 2.73643 5.49955
H -1.79296 3.43352 5.24098
H -0.63130 2.95951 3.12333
C 3.27240 4.07054 1.39760
C 3.59930 2.93383 2.12543
C 2.67362 1.92274 2.29585
C 1.41335 2.06735 1.71776
C 1.08262 3.19018 0.96971
C 2.01746 4.19879 0.81786
N 0.39719 1.11127 1.87347
N 0.53364 0.27541 2.81117
C -0.50545 -0.65640 2.94770
C -0.43488 -1.42763 4.11278
C -1.42211 -2.36275 4.35138
C -2.44160 -2.52890 3.42347
C -2.48044 -1.76544 2.25883
C -1.51654 -0.79586 1.97377
H 4.00326 4.85526 1.27529
H 4.58415 2.83404 2.55982
H 2.91177 1.03665 2.86087
H 0.09706 3.28559 0.51259
H 1.76703 5.07803 0.24599
H 0.37973 -1.27798 4.80101
H -1.39691 -2.96651 5.24670
H -3.20539 -3.27155 3.60248
H -3.27539 -1.95057 1.54121
N 0.37889 0.35891 -0.72332
P 1.54652 -0.59912 -1.09976
C 3.17408 0.14710 -0.80602
C 3.32387 1.46442 -1.21889
C 4.54124 2.10246 -1.09208
C 5.61915 1.43150 -0.53745
C 5.47509 0.11963 -0.11968
C 4.25552 -0.52489 -0.25888
C 1.52356 -2.18122 -0.21084
C 1.83117 -2.18942 1.14370
C 1.69933 -3.34483 1.88441
C 1.25640 -4.51000 1.27604
C 0.95034 -4.51311 -0.07255
C 1.07916 -3.35242 -0.81568
C 1.54662 -0.99660 -2.86674
C 0.45528 -0.62602 -3.63232
C 0.43575 -0.91015 -4.98752
C 1.50829 -1.55604 -5.57722
C 2.60804 -1.91526 -4.81360
C 2.62845 -1.63261 -3.46198
H 2.47640 1.98541 -1.64049
H 4.65153 3.12272 -1.42493
H 6.57180 1.93020 -0.43574
H 6.31268 -0.40863 0.30734
H 4.16006 -1.55733 0.04752
H 2.17886 -1.28243 1.62545
H 1.94038 -3.33944 2.93452
H 1.15389 -5.41489 1.85518
H 0.60951 -5.42095 -0.54789
H 0.83222 -3.35572 -1.86923
H -0.36930 -0.11082 -3.15492
H -0.41701 -0.62394 -5.58537
H 1.49405 -1.77359 -6.63396
H 3.44861 -2.40663 -5.27361
H 3.48954 -1.90596 -2.86982
N -4.61839 -1.73154 -1.60652
C -3.40025 -2.21011 -1.87181
N -3.30199 -3.26444 -2.69821
S -1.95747 -1.62719 -1.20131
H -5.40015 -2.04587 -2.16161
H -4.67393 -0.77085 -1.21729
H -4.11048 -3.70547 -3.10106
H -2.39408 -3.66698 -2.86219

Computed properties:
Multiplicity   1
Lowest unoccupied orbital energy   -3.452 eV
Charge   +1
Molar mass   922.438 g/mol
Kohn-Sham gap   7.02 eV
Energy   -96047.533 eV

Quick look at the Mulliken charges, all values in e: -0.475 -0.715 0.047 0.468 -0.412 -1.748 0.696 -0.690 0.971 -1.041 -0.372 -1.088 0.184 0.049 0.387 0.074 0.353 0.459 0.446 0.476 0.461 0.429 -0.673 -0.784 -0.266 -0.387 0.419 -0.987 1.568 -0.858 -0.644 -0.231 -0.796 -0.769 -0.649 1.643 0.461 0.466 0.471 0.385 0.442 0.524 0.453 0.485 0.348 0.760 1.560 0.575 -0.665 -0.749 -0.652 -0.798 -0.293 0.410 -0.333 -0.926 -0.828 -0.763 -0.577 -0.197 0.445 -0.748 -0.556 -0.819 -0.463 0.462 0.508 0.435 0.466 0.486 0.597 0.481 0.419 0.459 0.468 -0.063 0.460 0.419 0.433 0.431 -0.285 0.354 -0.404 0.064 0.236 0.241 0.188 0.184